1.
Below is a molecular structure, C24H27BF4O2S4Ti, with properties calculated with ωB97M-V/def2-TZVPD.

The geometry in XYZ format:
```
63
Properties=species:S:1:pos:R:3:mulliken_charge:R:1
Ti 0.075 -0.206 0.319 -0.122
C -2.332 1.964 0.551 -1.467
C -2.076 0.513 0.883 1.349
C -2.877 -0.497 0.286 -0.425
C -3.061 -1.724 0.860 0.658
C -3.872 -2.791 0.175 -1.695
C -2.481 -1.967 2.140 -0.653
C -1.675 -1.044 2.741 0.717
C -1.149 -1.232 4.137 -1.748
C -1.374 0.176 2.073 -0.580
H -1.422 2.554 0.470 0.294
H -2.944 2.400 1.346 0.378
H -2.885 2.059 -0.382 0.323
H -3.424 -0.244 -0.617 0.377
H -4.803 -2.391 -0.231 0.431
H -4.123 -3.603 0.859 0.363
H -3.320 -3.231 -0.660 0.258
H -2.712 -2.893 2.660 0.247
H -0.098 -0.937 4.200 0.376
H -1.246 -2.265 4.473 0.374
H -1.703 -0.603 4.838 0.434
H -0.905 0.974 2.637 0.433
F 1.594 -0.618 1.874 -0.210
B 2.765 -0.940 1.056 0.137
F 3.742 -0.009 1.246 -0.291
F 3.166 -2.241 1.361 -0.376
F 2.233 -0.914 -0.284 -0.319
O 0.791 1.504 0.079 -0.199
C 0.926 2.018 -1.220 4.433
C -0.172 1.347 -2.090 -0.660
C -0.394 -0.008 -2.149 -0.487
C -1.539 -0.365 -2.921 -1.055
C -2.175 0.734 -3.404 -0.430
S -1.387 2.171 -2.934 -0.141
C 0.788 3.529 -1.124 -1.044
C 0.710 4.229 0.040 -0.500
C 0.671 5.642 -0.168 -0.717
C 0.733 5.974 -1.485 -0.597
S 0.850 4.586 -2.475 -0.040
C 2.302 1.705 -1.792 -0.823
C 3.480 2.037 -1.204 -0.261
C 4.609 1.644 -1.976 -0.794
C 4.253 1.040 -3.145 -0.497
S 2.559 0.932 -3.296 -0.078
H 0.363 -0.742 -1.869 0.735
H -1.860 -1.381 -3.100 0.433
H -3.062 0.775 -4.018 0.470
H 0.693 3.739 1.002 0.525
H 0.606 6.371 0.628 0.396
H 0.720 6.957 -1.929 0.488
H 3.535 2.515 -0.236 0.514
H 5.634 1.802 -1.673 0.407
H 4.896 0.643 -3.914 0.467
C 1.058 -4.507 -0.486 -1.013
S -0.108 -3.701 0.553 0.506
C 0.784 -3.814 2.087 -0.695
O -0.019 -2.256 0.101 -0.406
H 1.951 -3.879 -0.493 0.230
H 0.616 -4.594 -1.476 0.372
H 1.268 -5.496 -0.076 0.429
H 0.354 -4.632 2.664 0.481
H 0.623 -2.867 2.592 -0.058
H 1.849 -3.944 1.901 0.348
```

Values from the calculation:
Expectation value of S² ... 2.0103
LUMO energy (alpha / beta) ... 0.1296 / 0.1256 eV
Energy relative to the best compared isomer or geometry (same formula, charge and spin) ... 0.8357 eV
Energy ... -107430.755 eV
2S+1 ... 3

2.
Below is 2 unconnected molecules or ions with the total composition C4H9O3, with properties calculated with ωB97M-V/def2-TZVPD.

The geometry in XYZ format:
```
16
Properties=species:S:1:pos:R:3:mulliken_charge:R:1
C -1.407 0.876 1.458 -0.106
C -0.544 -0.011 2.226 -0.739
O -2.389 1.570 2.270 -0.532
H -0.800 1.812 1.132 0.119
H -1.739 0.338 0.525 0.298
H -0.961 -0.781 2.898 0.298
H -3.226 1.682 1.899 0.278
H -0.001 0.657 2.950 0.246
H 0.029 -0.544 1.392 0.127
C 1.219 0.539 -2.241 -0.848
C 1.125 -0.856 -1.595 0.755
O 0.147 -1.487 -1.381 -0.507
O 2.303 -1.216 -1.247 -0.253
H 0.451 1.182 -1.820 0.242
H 1.226 0.474 -3.306 0.289
H 2.172 0.956 -1.897 0.333
```

Values from the calculation:
Expectation value of S² ... 0.7540
LUMO energy (alpha / beta) ... 0.7398 / -3.0817 eV
Energy relative to the best compared isomer or geometry (same formula, charge and spin) ... 0.9443 eV
Energy ... -10433.330 eV
2S+1 ... 2

3.
Below is 9 unconnected molecules or ions with the total composition H18O9, with properties calculated with ωB97M-V/def2-TZVPD.

The geometry in XYZ format:
```
27
Properties=species:S:1:pos:R:3:mulliken_charge:R:1
O -1.955 -1.993 0.997 -0.659
H -2.888 -2.071 0.794 0.294
H -1.383 -2.610 0.345 0.364
O 3.079 -0.712 1.609 -0.654
H 3.591 0.108 1.307 0.312
H 2.149 -0.451 1.533 0.354
O -2.900 0.347 -0.259 -0.638
H -2.101 -0.137 -0.351 0.281
H -2.431 1.190 -0.482 0.349
O -1.282 0.619 -3.244 -0.595
H -1.546 1.414 -3.653 0.276
H -1.864 -0.020 -2.821 0.328
O -0.035 1.667 -0.321 -0.516
H 0.397 1.936 0.401 0.254
H 0.768 1.792 -1.080 0.307
O -1.365 1.074 1.816 -0.619
H -0.887 0.250 2.000 0.281
H -2.302 0.876 1.994 0.305
O -0.030 -2.609 -1.029 -0.683
H 0.694 -2.734 -0.350 0.361
H 0.329 -1.728 -1.475 0.310
O 2.646 0.948 -2.339 -0.654
H 1.974 0.441 -2.860 0.332
H 2.720 1.819 -2.682 0.315
O 1.312 0.202 3.215 -0.576
H 1.721 -0.615 3.373 0.324
H 1.590 0.996 3.563 0.248
```

Values from the calculation:
LUMO energy ... 0.0584 eV
Energy relative to the best compared isomer or geometry (same formula, charge and spin) ... 4.4210 eV
Energy ... -18717.715 eV
2S+1 ... 1
SMILES string ... O.O.O.O.O.O.O.O.O

4.
Below is 2 unconnected molecules or ions with the total composition C6H14N2O2, with properties calculated with ωB97M-V/def2-TZVPD.

The geometry in XYZ format:
```
24
Properties=species:S:1:pos:R:3:mulliken_charge:R:1
C 0.874 2.749 0.439 -0.792
N 0.399 2.231 1.709 -0.194
C -0.349 1.079 1.726 0.729
C -0.919 0.658 3.044 -1.287
O -0.467 0.440 0.695 -0.625
H 0.093 2.634 -0.309 0.252
H 1.161 3.791 0.546 0.335
H 1.771 2.217 0.122 0.241
H 0.417 2.844 2.514 0.236
H -1.356 -0.330 3.111 0.313
H -0.164 0.781 3.813 0.373
H -1.742 1.347 3.270 0.324
C -0.646 -0.688 -3.147 -0.952
N -0.081 -1.048 -1.853 -0.075
C 0.204 -2.382 -1.645 0.636
C 0.776 -2.653 -0.264 -0.957
O -0.052 -3.227 -2.470 -0.629
H -1.461 -1.379 -3.375 0.298
H -1.126 0.288 -3.140 0.343
H 0.125 -0.775 -3.911 0.271
H -0.056 -0.359 -1.115 0.334
H 1.273 -3.618 -0.280 0.323
H 1.433 -1.892 0.141 0.290
H -0.108 -2.707 0.378 0.211
```

Values from the calculation:
LUMO energy ... 0.5560 eV
Energy relative to the best compared isomer or geometry (same formula, charge and spin) ... 0.5076 eV
Energy ... -13525.117 eV
2S+1 ... 1
SMILES string ... CNC(C)=O.CNC(C)=O

5.
Below is a molecular structure, C34H50N3OP2PbS, with properties calculated with ωB97M-V/def2-TZVPD.

The geometry in XYZ format:
```
92
Properties=species:S:1:pos:R:3:mulliken_charge:R:1
C -1.677 -1.380 -2.434 -0.196
C 0.651 -1.638 -2.431 -0.828
C -1.821 -2.460 -3.301 -0.461
C 0.546 -2.812 -3.179 -0.773
C -0.704 -3.228 -3.627 -1.065
H -2.802 -2.662 -3.729 0.559
H 1.469 -3.309 -3.471 0.617
H -0.802 -4.117 -4.251 0.482
N -0.469 -1.041 -1.942 0.940
P -3.075 -0.044 -0.343 0.289
P 3.204 -0.349 -1.041 0.154
C -2.858 -0.442 -2.131 -1.051
H -2.728 0.502 -2.689 0.196
H -3.784 -0.884 -2.527 0.615
C 1.939 -0.846 -2.435 0.195
H 2.559 -1.170 -3.285 0.872
C 4.728 0.483 -1.695 1.774
C 3.381 -1.083 0.623 2.143
C -3.874 1.673 -0.296 1.668
C -4.126 -1.498 0.265 1.683
C 4.802 1.895 -1.075 -1.486
H 4.908 1.871 0.014 0.298
H 5.687 2.399 -1.484 0.527
H 3.920 2.496 -1.318 0.241
C 6.014 -0.292 -1.348 -1.825
H 6.231 -0.351 -0.276 0.368
H 6.000 -1.307 -1.765 0.441
H 6.853 0.249 -1.811 0.492
C 4.672 0.607 -3.233 -1.569
H 5.593 1.110 -3.559 0.606
H 4.653 -0.382 -3.711 0.364
H 3.821 1.200 -3.590 0.177
C 4.138 -0.094 1.523 -1.711
H 3.565 0.831 1.679 0.213
H 4.287 -0.567 2.505 0.538
H 5.130 0.165 1.138 0.470
C 1.991 -1.365 1.231 -1.671
H 1.532 -0.439 1.609 -0.012
H 1.313 -1.858 0.517 0.440
H 2.096 -2.035 2.095 0.678
C 4.159 -2.407 0.467 -1.670
H 5.187 -2.251 0.118 0.378
H 4.203 -2.903 1.445 0.513
H 3.660 -3.078 -0.247 0.399
C -4.695 -1.148 1.650 -1.667
H -5.190 -2.043 2.055 0.555
H -3.916 -0.850 2.364 0.204
H -5.453 -0.354 1.598 0.319
C -3.179 -2.707 0.371 -1.318
H -2.785 -3.000 -0.612 0.286
H -2.335 -2.511 1.049 0.032
H -3.753 -3.556 0.772 0.560
C -5.268 -1.847 -0.700 -1.593
H -5.928 -2.570 -0.197 0.517
H -5.879 -0.977 -0.973 0.285
H -4.902 -2.328 -1.616 0.369
C -3.046 2.657 -1.151 -1.779
H -3.094 2.420 -2.222 0.375
H -3.474 3.662 -1.013 0.611
H -1.985 2.717 -0.850 0.295
C -3.894 2.175 1.162 -1.549
H -2.891 2.223 1.612 0.214
H -4.308 3.194 1.165 0.536
H -4.529 1.556 1.809 0.303
C -5.302 1.584 -0.843 -1.819
H -5.331 1.198 -1.872 0.348
H -5.959 0.974 -0.208 0.354
H -5.723 2.601 -0.860 0.524
Pb -0.415 0.567 0.063 1.888
C -0.972 -1.004 2.268 -0.073
O -0.873 -1.380 3.346 -0.158
N 2.089 0.947 -0.977 -0.318
C 1.679 0.545 -2.232 -0.218
C 1.116 1.451 -3.206 0.772
C 0.859 2.783 -2.824 -0.371
C 0.886 1.027 -4.537 -0.547
C 0.562 3.729 -3.802 -0.850
H 0.925 3.044 -1.763 0.579
C 0.571 1.979 -5.503 -0.810
H 0.954 -0.034 -4.784 0.425
C 0.488 3.332 -5.148 -0.648
H 0.399 4.770 -3.515 0.494
H 0.399 1.661 -6.533 0.485
H 0.342 4.083 -5.923 0.457
S 0.107 2.843 4.689 -0.048
C 1.324 3.367 3.544 -0.359
C 1.168 2.721 2.344 -0.791
N 0.103 1.812 2.330 0.401
C -0.555 1.802 3.498 -0.412
H 2.085 4.104 3.760 0.453
H 1.776 2.856 1.445 0.407
H -1.431 1.195 3.719 0.268
```

Values from the calculation:
LUMO energy ... -9.0926 eV
Energy relative to the best compared isomer or geometry (same formula, charge and spin) ... 0.0000 eV
Energy ... -77222.892 eV
2S+1 ... 1
Net charge ... +3

6.
Below is a single C5H15N3 molecule, with properties calculated with ωB97M-V/def2-TZVPD.

The geometry in XYZ format:
```
23
Properties=species:S:1:pos:R:3:mulliken_charge:R:1
C 1.604 2.125 0.318 -1.156
C 1.384 0.634 0.618 -0.919
C 0.095 -0.007 0.082 0.241
C -1.148 0.774 0.529 -0.760
N -1.948 1.315 -0.575 -0.661
N 0.096 -1.391 0.519 -0.367
C -0.647 -2.307 -0.318 -0.599
N 0.058 -2.756 -1.505 -0.573
H 0.669 2.698 0.358 0.292
H 1.985 2.240 -0.693 0.307
H 2.221 2.587 1.082 0.352
H 2.207 0.041 0.226 0.406
H 1.329 0.522 1.693 0.334
H 0.152 -0.015 -1.012 0.309
H -0.857 1.508 1.271 0.420
H -1.800 0.079 1.070 0.380
H -2.605 1.998 -0.214 0.242
H -1.364 1.834 -1.221 0.227
H -0.064 -1.448 1.514 0.266
H -1.601 -1.880 -0.631 0.372
H -0.921 -3.187 0.246 0.415
H 0.813 -3.378 -1.265 0.245
H 0.340 -1.988 -2.094 0.226
```

Values from the calculation:
LUMO energy ... 1.0769 eV
Energy relative to the best compared isomer or geometry (same formula, charge and spin) ... 0.9812 eV
Energy ... -9898.170 eV
2S+1 ... 1
SMILES string ... CC[C@H](CN)NCN

What did the third record say?
Below is 9 unconnected molecules or ions with the total composition H18O9, with properties calculated with ωB97M-V/def2-TZVPD.

The geometry in XYZ format:
```
27
Properties=species:S:1:pos:R:3:mulliken_charge:R:1
O -1.955 -1.993 0.997 -0.659
H -2.888 -2.071 0.794 0.294
H -1.383 -2.610 0.345 0.364
O 3.079 -0.712 1.609 -0.654
H 3.591 0.108 1.307 0.312
H 2.149 -0.451 1.533 0.354
O -2.900 0.347 -0.259 -0.638
H -2.101 -0.137 -0.351 0.281
H -2.431 1.190 -0.482 0.349
O -1.282 0.619 -3.244 -0.595
H -1.546 1.414 -3.653 0.276
H -1.864 -0.020 -2.821 0.328
O -0.035 1.667 -0.321 -0.516
H 0.397 1.936 0.401 0.254
H 0.768 1.792 -1.080 0.307
O -1.365 1.074 1.816 -0.619
H -0.887 0.250 2.000 0.281
H -2.302 0.876 1.994 0.305
O -0.030 -2.609 -1.029 -0.683
H 0.694 -2.734 -0.350 0.361
H 0.329 -1.728 -1.475 0.310
O 2.646 0.948 -2.339 -0.654
H 1.974 0.441 -2.860 0.332
H 2.720 1.819 -2.682 0.315
O 1.312 0.202 3.215 -0.576
H 1.721 -0.615 3.373 0.324
H 1.590 0.996 3.563 0.248
```

Values from the calculation:
LUMO energy ... 0.0584 eV
Energy relative to the best compared isomer or geometry (same formula, charge and spin) ... 4.4210 eV
Energy ... -18717.715 eV
2S+1 ... 1
SMILES string ... O.O.O.O.O.O.O.O.O

Look up the energy of the third one. -18717.715 eV

Which of these has the highest 2S+1? C24H27BF4O2S4Ti

energy of number 5 (C34H50N3OP2PbS)? -77222.892 eV